[1]
C6H15N2O3PPt | ωB97M-V with the def2-TZVPD basis set

Each line ends with the natural charge from an NBO analysis.
Atoms and positions in Å:
Pt1 0.327 0.634 -0.117  0.54
N1 -0.288 2.647 1.291  -0.67
N2 0.770 2.691 2.222  -0.54
C1 1.524 1.546 2.555  0.86
O1 2.199 1.615 3.564  -0.68
O2 1.440 0.542 1.787  -0.84
H1 -0.307 3.499 0.735  0.37
H2 -1.192 2.517 1.754  0.36
H3 0.725 3.384 2.960  0.38
C2 -1.380 -2.254 1.390  -0.93
P1 -0.509 -1.556 -0.072  0.89
C3 0.941 -2.658 -0.197  -0.95
C4 -1.533 -2.192 -1.467  -0.93
H4 -1.527 -3.329 1.274  0.23
H5 -2.344 -1.765 1.520  0.24
H6 -0.765 -2.060 2.268  0.26
H7 0.652 -3.709 -0.192  0.22
H8 1.601 -2.446 0.640  0.26
H9 1.471 -2.427 -1.119  0.25
H10 -1.705 -3.263 -1.361  0.22
H11 -1.009 -2.012 -2.403  0.24
H12 -2.492 -1.680 -1.505  0.24
C5 0.157 2.130 -2.798  -0.73
C6 1.121 1.671 -1.701  0.49
O3 2.313 1.811 -1.815  -0.49
H13 0.624 2.941 -3.359  0.23
H14 -0.803 2.447 -2.393  0.23
H15 -0.011 1.278 -3.460  0.25

Properties
largest force on an atom: 1.86 eV/A
highest occupied orbital energy (alpha / beta): -7.7 / -7.7 eV
multiplicity: 1
total energy: -1033.45732 Eh
gap between HOMO and LUMO (alpha / beta): 0.2327 / 0.2387 Eh


[2]
C36H72N3O9P | ωB97M-V with the def2-TZVPD basis set

Each line ends with the Löwdin charge.
Atoms and positions in Å:
C1 -2.933 -2.065 4.585  -0.11
O1 -1.580 -1.734 4.376  -0.21
C2 -1.404 -0.548 3.613  -0.22
C3 -1.810 0.715 4.393  -0.17
C4 -0.763 1.836 4.358  -0.19
C5 -1.108 2.984 3.387  -0.18
C6 -0.059 3.204 2.274  -0.21
C7 -0.610 2.766 0.916  -0.20
C8 0.383 2.908 -0.251  -0.17
C9 0.560 1.603 -1.057  -0.14
C10 1.930 1.362 -1.631  -0.12
C11 3.102 1.266 -0.971  -0.19
P1 3.269 1.314 0.820  0.73
O2 4.253 0.342 1.342  -0.42
C12 4.342 1.044 -1.796  -0.32
O3 5.379 1.651 -1.581  0.12
C13 4.137 0.071 -2.928  -0.06
C14 5.194 -0.956 -3.265  -0.21
N1 6.361 -0.894 -2.389  0.01
C15 2.961 0.153 -3.587  -0.11
C16 2.510 -0.704 -4.725  -0.11
C17 1.111 -1.296 -4.462  -0.17
C18 1.109 -2.807 -4.143  -0.19
C19 -0.106 -3.497 -4.764  -0.21
C20 -1.434 -2.945 -4.247  -0.21
C21 -2.109 -3.864 -3.226  -0.18
C22 -3.285 -3.189 -2.556  -0.25
O4 -4.412 -3.260 -3.421  -0.19
C23 -5.643 -3.092 -2.741  -0.11
C24 2.006 1.194 -3.122  -0.28
O5 1.332 1.885 -3.878  0.12
H1 -3.167 -3.015 4.104  0.09
H2 -3.140 -2.189 5.643  0.09
H3 -3.616 -1.326 4.175  0.08
H4 -0.355 -0.519 3.345  0.11
H5 -2.027 -0.636 2.720  0.12
H6 -1.949 0.392 5.421  0.11
H7 -2.771 1.072 4.041  0.10
H8 0.230 1.441 4.173  0.09
H9 -0.737 2.259 5.359  0.10
H10 -2.055 2.743 2.914  0.09
H11 -1.234 3.920 3.918  0.10
H12 0.253 4.243 2.235  0.11
H13 0.822 2.608 2.493  0.07
H14 -1.488 3.374 0.718  0.11
H15 -0.949 1.738 1.020  0.10
H16 -0.046 3.627 -0.941  0.09
H17 1.334 3.323 0.069  0.10
H18 0.244 0.727 -0.499  0.12
H19 -0.120 1.670 -1.902  0.09
H20 3.525 2.642 1.213  0.03
H21 1.973 0.990 1.260  0.02
H22 5.545 -0.792 -4.279  0.13
H23 4.725 -1.939 -3.221  0.12
H24 6.168 -1.314 -1.492  0.08
H25 7.135 -1.384 -2.807  0.07
H26 3.225 -1.496 -4.897  0.10
H27 2.472 -0.098 -5.628  0.13
H28 0.491 -1.129 -5.337  0.11
H29 0.611 -0.790 -3.642  0.10
H30 2.037 -3.268 -4.463  0.10
H31 1.021 -2.919 -3.063  0.11
H32 -0.067 -4.559 -4.539  0.11
H33 -0.047 -3.364 -5.840  0.11
H34 -2.140 -2.808 -5.060  0.12
H35 -1.330 -1.970 -3.777  0.09
H36 -1.399 -4.147 -2.451  0.12
H37 -2.453 -4.758 -3.736  0.12
H38 -3.070 -2.132 -2.376  0.12
H39 -3.497 -3.662 -1.598  0.12
H40 -6.320 -2.515 -3.363  0.08
H41 -6.093 -4.061 -2.543  0.09
H42 -5.521 -2.533 -1.818  0.08
C25 4.016 -0.880 6.686  -0.11
O6 2.751 -1.481 6.883  -0.19
C26 1.862 -1.339 5.779  -0.22
C27 1.587 -2.672 5.122  -0.21
N2 2.773 -3.182 4.443  -0.04
C28 2.655 -4.560 3.979  -0.20
C29 2.493 -5.659 5.026  -0.23
O7 3.631 -5.853 5.845  -0.18
C30 3.708 -5.023 6.989  -0.10
H43 4.555 -0.938 7.630  0.09
H44 4.600 -1.398 5.919  0.08
H45 3.915 0.173 6.406  0.09
H46 2.253 -0.621 5.052  0.12
H47 0.919 -0.945 6.170  0.12
H48 0.784 -2.544 4.393  0.10
H49 1.229 -3.359 5.901  0.11
H50 3.563 -3.121 5.072  0.07
H51 3.557 -4.784 3.404  0.12
H52 1.812 -4.618 3.283  0.12
H53 2.354 -6.600 4.487  0.12
H54 1.598 -5.518 5.643  0.11
H55 2.718 -4.772 7.377  0.09
H56 4.262 -4.103 6.784  0.07
H57 4.253 -5.573 7.757  0.09
C31 -2.467 1.675 -3.780  -0.10
O8 -1.943 2.696 -2.951  -0.21
C32 -1.160 3.666 -3.647  -0.22
C33 -1.843 5.016 -3.639  -0.21
N3 -3.049 5.007 -4.458  -0.05
C34 -3.885 6.197 -4.320  -0.20
C35 -4.525 6.468 -2.962  -0.23
O9 -5.507 5.522 -2.584  -0.18
C36 -5.023 4.369 -1.922  -0.10
H58 -2.930 0.931 -3.132  0.08
H59 -3.229 2.059 -4.467  0.08
H60 -1.673 1.192 -4.358  0.08
H61 -0.943 3.337 -4.665  0.13
H62 -0.209 3.749 -3.120  0.10
H63 -1.151 5.765 -4.033  0.13
H64 -2.058 5.271 -2.591  0.11
H65 -3.602 4.197 -4.213  0.07
H66 -4.691 6.111 -5.052  0.12
H67 -3.291 7.071 -4.605  0.12
H68 -5.049 7.424 -3.037  0.12
H69 -3.781 6.584 -2.165  0.11
H70 -4.131 4.585 -1.329  0.08
H71 -4.805 3.561 -2.626  0.07
H72 -5.809 4.020 -1.252  0.09

Properties
largest force on an atom: 1.53 eV/A
energy above the lowest of the compared OMol25 structures with the same formula, charge and spin: 10.1 kcal per mole
SMILES string: COCCCCCCCCC1=C([PH2]=O)C(=O)C(CN)=C(CCCCCCCOC)C1=O.COCCNCCOC.COCCNCCOC
highest occupied orbital energy: -8.4 eV
multiplicity: 1
total energy: -2597.47417 Eh
gap between HOMO and LUMO: 0.2718 Eh


[3]
C30H30F10O30 | ωB97M-V with the def2-TZVPD basis set

Each line ends with the Löwdin charge.
Atoms and positions in Å:
C1 -5.206 0.909 -1.895  -0.07
C2 -4.407 0.904 -3.163  -0.29
O1 -4.164 -0.513 -3.391  0.11
C3 -4.807 -1.277 -2.491  -0.57
O2 -4.770 -2.417 -2.424  0.22
O3 -5.572 -0.451 -1.679  0.07
F1 -3.248 1.549 -2.990  0.09
H1 -6.094 1.544 -1.914  0.14
H2 -4.555 1.338 -1.130  0.13
H3 -4.919 1.252 -4.080  0.18
C4 -1.823 -3.849 -1.557  -0.05
C5 -2.779 -4.573 -0.586  -0.25
O4 -2.075 -4.526 0.644  0.14
C6 -0.796 -4.112 0.495  -0.55
O5 -0.003 -4.007 1.325  0.22
O6 -0.626 -3.749 -0.811  0.05
F2 -2.999 -5.899 -0.928  0.05
H4 -2.254 -2.865 -1.759  0.11
H5 -1.668 -4.367 -2.492  0.14
H6 -3.767 -4.090 -0.518  0.16
C7 1.401 2.530 -3.649  0.05
C8 0.078 3.221 -3.561  -0.35
O7 0.212 4.481 -4.096  0.12
C9 1.541 4.906 -4.091  -0.57
O8 1.935 5.978 -4.226  0.23
O9 2.258 3.815 -3.827  0.07
F3 -0.163 3.361 -2.215  0.05
H7 1.498 1.877 -4.513  0.13
H8 1.706 1.992 -2.751  0.12
H9 -0.801 2.770 -4.038  0.17
C10 -4.091 1.752 2.718  -0.06
C11 -3.395 1.405 4.005  -0.34
O10 -3.757 2.377 4.923  0.14
C12 -4.315 3.445 4.280  -0.54
O11 -4.565 4.429 4.802  0.24
O12 -4.368 3.123 2.927  0.05
F4 -2.046 1.328 3.980  0.07
H10 -5.038 1.210 2.630  0.14
H11 -3.596 1.579 1.762  0.12
H12 -3.706 0.437 4.368  0.16
C13 0.474 2.716 2.308  -0.10
C14 -0.043 3.220 1.041  -0.23
O13 -1.172 4.066 1.473  0.13
C15 -1.078 4.349 2.782  -0.55
O14 -1.598 5.204 3.369  0.22
O15 0.052 3.673 3.289  0.06
F5 -0.489 2.234 0.151  0.04
H13 1.563 2.695 2.320  0.14
H14 0.243 1.666 2.460  0.12
H15 0.632 3.830 0.441  0.15
C16 4.206 5.672 0.834  -0.02
C17 5.328 4.674 1.021  -0.32
O16 4.853 3.516 0.404  0.13
C18 3.528 3.614 0.038  -0.57
O17 2.879 2.781 -0.378  0.22
O18 3.076 4.813 0.480  0.06
F6 5.734 4.419 2.301  0.07
H16 4.473 6.373 0.035  0.14
H17 3.900 6.275 1.702  0.15
H18 6.231 4.974 0.499  0.16
C19 1.661 -1.025 5.299  -0.07
C20 1.650 -1.996 4.078  -0.30
O19 1.868 -3.221 4.583  0.13
C21 2.261 -3.182 5.918  -0.49
O20 2.571 -4.087 6.574  0.23
O21 2.197 -1.860 6.287  0.07
F7 2.762 -1.606 3.307  0.01
H19 0.643 -0.697 5.486  0.13
H20 2.122 -0.042 5.258  0.14
H21 0.738 -1.990 3.445  0.17
C22 3.857 -3.864 1.364  -0.04
C23 4.298 -5.291 1.396  -0.32
O22 3.686 -5.959 0.335  0.14
C24 2.932 -5.091 -0.423  -0.52
O23 2.298 -5.320 -1.359  0.22
O24 3.159 -3.820 0.100  0.02
F8 3.925 -5.776 2.621  0.06
H22 4.648 -3.128 1.343  0.14
H23 3.097 -3.750 2.119  0.11
H24 5.384 -5.424 1.365  0.17
C25 -0.813 -1.586 -4.662  -0.08
C26 -0.787 -2.304 -5.999  -0.35
O25 -0.243 -3.506 -5.690  0.14
C27 0.506 -3.490 -4.527  -0.48
O26 1.221 -4.297 -4.130  0.25
O27 0.217 -2.234 -3.938  0.03
F9 -0.034 -1.655 -6.935  0.07
H25 -1.822 -1.574 -4.249  0.12
H26 -0.581 -0.512 -4.743  0.14
H27 -1.781 -2.457 -6.424  0.17
C28 0.610 -0.918 -1.131  0.03
C29 0.877 -0.676 0.337  -0.27
O28 -0.420 -0.496 0.975  0.12
C30 -1.387 -0.463 0.046  -0.64
O29 -2.514 -0.207 0.238  0.18
O30 -0.870 -0.673 -1.145  0.07
F10 1.696 0.369 0.613  0.08
H28 0.840 -1.952 -1.375  0.12
H29 1.178 -0.232 -1.762  0.14
H30 1.300 -1.589 0.748  0.14

Properties
largest force on an atom: 6.26 eV/A
energy above the lowest of the compared OMol25 structures with the same formula, charge and spin: 57.6 kcal per mole
SMILES string: O=C1OC[C@@H](F)O1.O=C1OC[C@@H](F)O1.O=C1OC[C@@H](F)O1.O=C1OC[C@@H](F)O1.O=C1OC[C@@H](F)O1.O=C1OC[C@@H](F)O1.O=C1OC[C@@H](F)O1.O=C1OC[C@@H](F)O1.O=C1OC[C@@H](F)O1.O=C1OC[C@@H](F)O1
highest occupied orbital energy: -11.4 eV
multiplicity: 1
total energy: -4417.13717 Eh
gap between HOMO and LUMO: 0.4174 Eh


[4]
C35H34ClHfN4O3S4 | ωB97M-V with the def2-TZVPD basis set

Each line ends with the Löwdin charge.
Atoms and positions in Å:
Hf1 -0.295 -0.093 -0.009  1.37
C1 -0.831 1.215 3.621  -0.46
C2 -2.203 1.357 2.990  -0.46
S1 -2.157 1.720 1.217  0.87
C3 -1.534 3.428 1.192  -0.44
C4 -0.813 3.700 -0.112  -0.46
S2 0.547 2.552 -0.432  0.91
C5 1.709 2.908 0.909  -0.46
C6 2.885 1.973 0.682  -0.44
S3 2.410 0.224 0.504  0.89
C7 2.679 -0.457 2.163  -0.45
C8 1.779 0.120 3.246  -0.45
S4 0.041 -0.135 2.789  0.87
H1 -0.934 0.972 4.679  0.11
H2 -0.247 2.132 3.542  0.08
H3 -2.772 2.150 3.477  0.11
H4 -2.786 0.440 3.094  0.09
H5 -0.883 3.597 2.048  0.08
H6 -2.395 4.090 1.290  0.11
H7 -0.408 4.713 -0.117  0.11
H8 -1.474 3.628 -0.976  0.09
H9 1.256 2.758 1.888  0.06
H10 2.042 3.943 0.829  0.12
H11 3.617 2.029 1.489  0.11
H12 3.404 2.225 -0.243  0.10
H13 3.728 -0.299 2.418  0.11
H14 2.541 -1.535 2.061  0.09
H15 1.955 1.186 3.392  0.09
H16 1.973 -0.387 4.191  0.11
C9 -2.779 -13.755 -0.015  -0.04
O1 -3.734 -12.709 0.169  -0.04
C10 -3.316 -11.447 0.165  -0.26
C11 -4.317 -10.476 0.344  0.03
C12 -3.993 -9.146 0.356  -0.02
C13 -2.660 -8.733 0.191  -0.17
C14 -1.673 -9.704 0.012  0.00
C15 -1.986 -11.048 -0.002  0.01
C16 -2.280 -7.341 0.197  -0.21
N1 -1.061 -6.868 -0.034  0.20
C17 -1.168 -5.529 0.082  -0.17
C18 -2.464 -5.141 0.388  -0.12
N2 -3.165 -6.315 0.451  0.20
C19 -2.831 -3.786 0.509  -0.04
C20 -4.147 -3.336 0.716  0.07
C21 -4.408 -1.992 0.735  0.00
C22 -3.359 -1.093 0.570  -0.14
N3 -2.082 -1.464 0.433  -0.03
C23 -1.807 -2.807 0.390  -0.13
C24 -0.461 -3.198 0.086  -0.13
N4 0.480 -2.215 -0.098  -0.04
C25 1.673 -2.592 -0.574  -0.13
C26 2.040 -3.912 -0.809  0.02
C27 1.135 -4.909 -0.550  0.09
C28 -0.150 -4.554 -0.113  -0.04
H17 -3.346 -14.679 0.025  0.10
H18 -2.039 -13.747 0.787  0.10
H19 -2.290 -13.666 -0.986  0.10
H20 -5.337 -10.812 0.466  0.13
H21 -4.800 -8.434 0.484  0.11
H22 -0.645 -9.395 -0.118  0.12
H23 -1.199 -11.774 -0.141  0.11
H24 -4.136 -6.451 0.678  0.16
H25 -4.953 -4.050 0.826  0.14
H26 -5.412 -1.609 0.852  0.13
H27 -3.589 -0.041 0.512  0.05
H28 2.383 -1.815 -0.807  0.07
H29 3.027 -4.118 -1.195  0.13
H30 1.358 -5.957 -0.704  0.14
Cl1 -6.557 1.072 -3.437  0.77
C29 -4.912 0.616 -3.274  -0.65
C30 -4.402 -0.421 -4.050  -0.05
C31 -3.080 -0.790 -3.905  0.03
C32 -2.250 -0.122 -2.999  -0.15
C33 -2.771 0.926 -2.248  -0.07
C34 -4.101 1.293 -2.370  -0.09
C35 -0.879 -0.636 -2.836  -0.48
O2 -0.420 -1.635 -3.287  0.17
O3 -0.116 0.155 -1.947  -0.30
H31 -5.047 -0.923 -4.757  0.13
H32 -2.671 -1.601 -4.492  0.14
H33 -2.158 1.515 -1.571  0.05
H34 -4.513 2.111 -1.795  0.11

Properties
largest force on an atom: 1.28 eV/A
energy above the lowest of the compared OMol25 structures with the same formula, charge and spin: 37.1 kcal per mole
charge: +3
highest occupied orbital energy: -13.5 eV
multiplicity: 1
total energy: -3899.17219 Eh
gap between HOMO and LUMO: 0.1582 Eh